# 1
Below is a structure of composition C25H27IrN8O6S in a non-equilibrium geometry, with properties calculated with ωB97M-V with the def2-TZVPD basis set.

Properties
E_HOMO (spin up / spin down)   -12.4 / -12.4 eV
Frontier orbital gap (spin up / spin down)   6.79 / 3.72 eV
Net charge   +2
Energy relative to the best compared isomer or geometry (same formula, charge and spin)   1.1135 eV
⟨S²⟩   6.0527
2S+1   5

CARTESIAN COORDINATES (ANGSTROEM)
Ir1 -0.2455 0.3663 -0.0277
O1 5.8762 2.9464 -1.8124
C1 5.1826 2.1353 -2.7304
C2 3.8335 1.8126 -2.1511
C3 2.9219 1.0331 -2.8581
C4 1.7207 0.7028 -2.2783
N1 1.3872 1.1164 -1.0420
C5 2.2275 1.9361 -0.3831
C6 3.4576 2.2840 -0.9045
C7 1.7289 2.4311 0.9185
C8 2.2109 3.5736 1.5184
C9 1.6310 4.0163 2.7038
C10 2.1003 5.3114 3.3263
O2 3.4810 5.5218 3.1159
C11 0.6101 3.2594 3.2563
C12 0.1804 2.1192 2.6013
N2 0.7164 1.7201 1.4470
H1 6.7325 3.1919 -2.1771
H2 5.7068 1.1945 -2.9248
H3 5.0384 2.6342 -3.6941
H4 3.1454 0.6780 -3.8568
H5 0.9752 0.1143 -2.7952
H6 4.1374 2.9092 -0.3449
H7 3.0152 4.1455 1.0753
H8 1.8213 5.3469 4.3807
H9 1.5821 6.1313 2.8273
H10 3.9826 5.1241 3.8349
H11 0.1327 3.5521 4.1831
H12 -0.6003 1.4889 3.0090
O3 -1.7717 -0.4652 1.0373
O4 -0.8476 -0.6995 1.9099
O5 0.4359 -1.6810 -0.4549
C13 -0.3326 -1.8888 -1.4344
O6 -1.0694 -0.9965 -1.9175
C14 -0.3341 -3.2708 -2.0496
N3 -1.5723 -3.3475 -2.9283
C15 -1.1298 -3.6611 -4.3397
C16 0.2790 -3.0924 -4.3874
C17 0.8424 -3.4836 -3.0157
H13 -0.3871 -4.0034 -1.2523
H14 -1.9495 -2.3903 -2.8833
H15 -2.2748 -3.9892 -2.5628
H16 -1.8341 -3.2227 -5.0405
H17 -1.1230 -4.7415 -4.4607
H18 0.2479 -2.0083 -4.5136
H19 0.8496 -3.5158 -5.2105
H20 1.7085 -2.9035 -2.7043
H21 1.1286 -4.5353 -3.0234
C18 -4.8607 -2.9821 2.7302
N4 -3.4359 -3.3087 2.8079
C19 -2.7775 -3.6877 3.9715
C20 -1.4942 -3.9224 3.6484
N5 -1.3939 -3.6912 2.2872
C21 -2.5781 -3.3097 1.7626
S1 -2.8680 -2.8294 0.1651
H22 -5.1229 -2.3528 3.5766
H23 -5.4569 -3.8909 2.7508
H24 -5.0398 -2.4533 1.7999
H25 -3.2842 -3.7581 4.9189
H26 -0.6588 -4.2235 4.2554
H27 -0.5479 -3.7062 1.7430
N6 -1.5474 1.9986 -0.4199
C22 -2.5476 2.3736 0.0098
C23 -3.7552 2.8209 0.6139
C24 -3.6670 3.2689 1.9540
N7 -3.5218 3.5928 3.0530
C25 -4.9919 2.6630 -0.0429
N8 -6.0065 2.4975 -0.5713

Cartesian forces (eV/Å) of the 3 atoms listed first:
Ir 1.1 -0.3 -0.6
O 0.0 0.0 -0.1
C -0.1 0.1 0.1

Which charges does Mulliken predict for the atoms? In e, they are: atom 1 (Ir): 1.449, atom 2 (O): -0.500, atom 3 (C): -0.578, atom 4 (C): 0.374, atom 5 (C): -1.060, atom 6 (C): -0.319, atom 7 (N): -0.287, atom 8 (C): 0.659, atom 9 (C): -0.593, atom 10 (C): 0.373, atom 11 (C): -0.616, atom 12 (C): 0.758, atom 13 (C): -0.753, atom 14 (O): -0.496, atom 15 (C): -1.069, atom 16 (C): -0.379, atom 17 (N): -0.346, atom 18 (H): 0.320, atom 19 (H): 0.355, atom 20 (H): 0.380, atom 21 (H): 0.479, atom 22 (H): 0.637, atom 23 (H): 0.588, atom 24 (H): 0.393, atom 25 (H): 0.430, atom 26 (H): 0.260, atom 27 (H): 0.316, atom 28 (H): 0.452, atom 29 (H): 0.668, atom 30 (O): -0.185, atom 31 (O): -0.289, atom 32 (O): -0.747, atom 33 (C): 0.803, atom 34 (O): -0.827, atom 35 (C): -0.016, atom 36 (N): -0.065, atom 37 (C): -0.655, atom 38 (C): -0.502, atom 39 (C): -0.868, atom 40 (H): 0.421, atom 41 (H): 0.353, atom 42 (H): 0.368, atom 43 (H): 0.409, atom 44 (H): 0.349, atom 45 (H): 0.190, atom 46 (H): 0.462, atom 47 (H): 0.357, atom 48 (H): 0.418, atom 49 (C): -0.911, atom 50 (N): 0.176, atom 51 (C): -0.294, atom 52 (C): -0.554, atom 53 (N): 0.060, atom 54 (C): 0.189, atom 55 (S): -0.555, atom 56 (H): 0.356, atom 57 (H): 0.338, atom 58 (H): 0.318, atom 59 (H): 0.475, atom 60 (H): 0.431, atom 61 (H): 0.205, atom 62 (N): -0.558, atom 63 (C): 0.528, atom 64 (C): 0.300, atom 65 (C): 0.099, atom 66 (N): -0.272, atom 67 (C): 0.047, atom 68 (N): -0.246


# 2
Below is a cluster of 6 separate species, C43H51N6O16PS in total in a non-equilibrium geometry, with properties calculated with ωB97M-V with the def2-TZVPD basis set.

Properties
E_HOMO   -9.4 eV
Frontier orbital gap   8.70 eV
Net charge   0

CARTESIAN COORDINATES (ANGSTROEM)
C1 -2.0273 -3.5045 -5.8598
C2 -1.6253 -2.0553 -5.5997
C3 -0.6123 -1.8508 -4.4627
C4 -0.7440 -2.8449 -3.3262
O1 0.0793 -2.4505 -2.2167
C5 -0.5472 -1.7981 -1.1932
O2 0.2369 -0.5996 -0.8895
C6 -0.1543 -0.1615 0.3204
O3 0.0731 0.9550 0.7042
C7 -0.9356 -1.2512 1.0363
S1 -2.6578 -0.7276 1.2533
C8 -0.6390 -2.5002 0.1621
C9 -1.7147 -3.5803 0.1779
C10 -1.4027 -4.8151 -0.6869
C11 -1.6852 -6.1491 -0.0043
C12 -1.0436 -7.3330 -0.7165
N1 -1.3103 -7.2916 -2.1623
C13 0.7988 -2.9590 0.5332
P1 0.9874 -4.3088 1.6963
O4 -0.1030 -4.5502 2.6494
O5 1.3811 -5.5174 0.7279
O6 2.3764 -3.9870 2.4351
H1 -1.1531 -4.1399 -6.0188
H2 -2.6455 -3.5689 -6.7551
H3 -2.6045 -3.9331 -5.0393
H4 -1.1990 -1.6499 -6.5191
H5 -2.5185 -1.4596 -5.3965
H6 0.4064 -1.8976 -4.8567
H7 -0.7370 -0.8530 -4.0369
H8 -0.4091 -3.8430 -3.6044
H9 -1.7853 -2.9324 -3.0020
H10 -1.5501 -1.4559 -1.4844
H11 -0.5663 -1.3803 2.0548
H12 -2.7720 0.0324 0.1594
H13 -2.6310 -3.1101 -0.1867
H14 -1.9147 -3.8682 1.2110
H15 -0.3598 -4.7952 -1.0227
H16 -2.0081 -4.7739 -1.5940
H17 -1.3318 -6.1185 1.0298
H18 -2.7657 -6.3216 0.0304
H19 -1.4843 -8.2566 -0.3384
H20 0.0283 -7.3566 -0.4859
H21 -1.1409 -8.2009 -2.5741
H22 -0.6622 -6.6583 -2.6166
H23 1.3758 -3.2013 -0.3605
H24 1.3313 -2.1369 1.0166
H25 1.7352 -6.2722 1.2140
H26 2.2238 -4.0019 3.3897
O7 0.8830 3.2741 -7.0949
N2 0.5038 4.0146 -6.2110
O8 0.3494 5.2141 -6.3487
C14 0.4502 3.4709 -4.8408
C15 0.8237 2.1549 -4.6347
C16 0.7986 1.6651 -3.3391
C17 0.4071 2.4819 -2.2847
C18 0.0347 3.7989 -2.5242
C19 0.0496 4.3063 -3.8143
H27 1.1296 1.5433 -5.4706
H28 1.0913 0.6424 -3.1418
H29 0.3979 2.0834 -1.2784
H30 -0.2800 4.4349 -1.7077
H31 -0.2518 5.3205 -4.0267
O9 -5.8965 -4.7920 -1.0342
N3 -6.3213 -4.0308 -0.1880
O10 -6.7647 -2.9235 -0.4149
C20 -6.2855 -4.4781 1.2174
C21 -5.7469 -5.7194 1.5028
C22 -5.6906 -6.1241 2.8269
C23 -6.1707 -5.2938 3.8307
C24 -6.7109 -4.0541 3.5163
C25 -6.7710 -3.6331 2.1976
H32 -5.3800 -6.3452 0.7033
H33 -5.2664 -7.0881 3.0724
H34 -6.1200 -5.6121 4.8635
H35 -7.0806 -3.4067 4.2998
H36 -7.1758 -2.6684 1.9318
O11 -0.2041 -1.2423 4.4745
N4 0.2426 -0.5642 5.3819
O12 0.2993 -0.9224 6.5392
C26 0.7494 0.7809 5.0453
C27 0.5925 1.2455 3.7520
C28 1.0690 2.5087 3.4429
C29 1.6862 3.2769 4.4211
C30 1.8265 2.7893 5.7149
C31 1.3527 1.5290 6.0409
H37 0.0985 0.6448 3.0060
H38 0.9518 2.8836 2.4353
H39 2.0662 4.2609 4.1822
H40 2.3032 3.3976 6.4731
H41 1.4443 1.1251 7.0380
O13 4.6080 4.9248 6.9682
N5 5.0491 4.2825 6.0361
O14 4.6650 4.3813 4.8887
C32 6.1052 3.2921 6.3210
C33 6.5406 3.1452 7.6250
C34 7.5268 2.2070 7.8844
C35 8.0526 1.4434 6.8507
C36 7.5968 1.6121 5.5500
C37 6.6107 2.5453 5.2730
H42 6.1129 3.7541 8.4069
H43 7.8836 2.0734 8.8965
H44 8.8216 0.7118 7.0603
H45 8.0081 1.0159 4.7470
H46 6.2340 2.6975 4.2730
O15 -1.6549 9.3627 -2.9018
N6 -0.9916 8.6106 -3.5829
O16 -1.1274 7.4028 -3.6127
C38 0.0579 9.1944 -4.4427
C39 0.3050 10.5517 -4.3521
C40 1.2911 11.0928 -5.1610
C41 1.9969 10.2801 -6.0385
C42 1.7210 8.9215 -6.1152
C43 0.7418 8.3615 -5.3100
H47 -0.2636 11.1574 -3.6628
H48 1.5056 12.1515 -5.1063
H49 2.7638 10.7095 -6.6697
H50 2.2633 8.2917 -6.8072
H51 0.4993 7.3103 -5.3654

Cartesian forces (eV/Å) of the 3 atoms listed first:
C 0.0 -0.1 0.0
C 0.0 0.0 0.0
C 0.0 0.0 -0.1

These are the Mulliken partial charges, in e, on atoms 1 to 99: atom 1 (C): -1.212, atom 2 (C): -0.663, atom 3 (C): -0.213, atom 4 (C): -0.689, atom 5 (O): -0.357, atom 6 (C): -0.877, atom 7 (O): -0.364, atom 8 (C): -0.040, atom 9 (O): -0.647, atom 10 (C): -0.098, atom 11 (S): -0.237, atom 12 (C): 2.835, atom 13 (C): -2.521, atom 14 (C): -1.351, atom 15 (C): -0.244, atom 16 (C): -0.747, atom 17 (N): -0.634, atom 18 (C): -1.293, atom 19 (P): 0.710, atom 20 (O): -0.689, atom 21 (O): -0.543, atom 22 (O): -0.539, atom 23 (H): 0.290, atom 24 (H): 0.415, atom 25 (H): 0.291, atom 26 (H): 0.405, atom 27 (H): 0.335, atom 28 (H): 0.365, atom 29 (H): -0.004, atom 30 (H): 0.428, atom 31 (H): 0.418, atom 32 (H): 0.692, atom 33 (H): 0.119, atom 34 (H): 0.171, atom 35 (H): 0.857, atom 36 (H): 0.756, atom 37 (H): 0.695, atom 38 (H): 0.628, atom 39 (H): 0.358, atom 40 (H): 0.091, atom 41 (H): 0.493, atom 42 (H): 0.217, atom 43 (H): 0.270, atom 44 (H): 0.167, atom 45 (H): 0.632, atom 46 (H): 0.702, atom 47 (H): 0.337, atom 48 (H): 0.352, atom 49 (O): -0.608, atom 50 (N): 0.989, atom 51 (O): -0.641, atom 52 (C): 0.103, atom 53 (C): -0.655, atom 54 (C): -0.375, atom 55 (C): -0.443, atom 56 (C): -0.686, atom 57 (C): -0.246, atom 58 (H): 0.471, atom 59 (H): 0.615, atom 60 (H): 0.472, atom 61 (H): 0.471, atom 62 (H): 0.510, atom 63 (O): -0.619, atom 64 (N): 1.103, atom 65 (O): -0.633, atom 66 (C): 0.159, atom 67 (C): -0.214, atom 68 (C): -0.523, atom 69 (C): -0.459, atom 70 (C): -0.437, atom 71 (C): -0.480, atom 72 (H): 0.449, atom 73 (H): 0.391, atom 74 (H): 0.391, atom 75 (H): 0.389, atom 76 (H): 0.471, atom 77 (O): -0.616, atom 78 (N): 1.009, atom 79 (O): -0.625, atom 80 (C): -0.030, atom 81 (C): 0.161, atom 82 (C): -0.468, atom 83 (C): -0.672, atom 84 (C): -0.422, atom 85 (C): -0.660, atom 86 (H): 0.369, atom 87 (H): 0.452, atom 88 (H): 0.448, atom 89 (H): 0.524, atom 90 (H): 0.481, atom 91 (O): -0.617, atom 92 (N): 1.046, atom 93 (O): -0.590, atom 94 (C): 0.192, atom 95 (C): -0.403, atom 96 (C): -0.416, atom 97 (C): -0.430, atom 98 (C): -0.427, atom 99 (C): -0.378


no.,DFT total energy (eV)
1,-64223.36452
2,-107232.87502